No. 1
Density functional theory data (ωB97M-V/def2-TZVPD) for a molecular structure, C41H36F2NO24S2Si at a distorted geometry.

XYZ file:
```
107
Properties=species:S:1:pos:R:3:forces:R:3
C -0.762 1.715 -5.245 0.5 -0.6 -0.1
Si -0.886 0.842 -3.540 -0.4 1.0 -0.8
C -0.273 2.015 -2.189 0.0 -0.4 0.8
C 0.092 -0.783 -3.701 0.3 0.4 0.1
C 1.056 -1.117 -2.507 0.1 -0.1 -0.9
C 0.558 -2.221 -1.543 1.4 0.4 -0.3
F -0.550 -2.902 -1.954 0.5 0.6 0.2
F 1.565 -3.168 -1.438 -0.8 0.6 -0.1
S 0.265 -1.633 0.210 -0.4 -0.9 5.1
O -1.166 -1.521 0.483 0.6 0.7 -2.0
O 0.800 -2.702 1.076 0.4 0.4 -1.5
N 1.113 -0.241 0.474 -0.5 -1.4 -0.1
S 1.279 0.098 2.083 -2.8 2.5 -0.3
O 1.178 1.555 2.205 1.4 -0.9 -0.5
O 0.292 -0.509 2.958 1.4 -0.9 -0.4
C -2.746 0.536 -3.270 -1.4 -0.4 0.4
C -3.129 -0.490 -2.338 -0.4 0.2 -0.3
C -4.480 -0.860 -2.062 0.6 1.1 -1.1
C -5.523 -0.159 -2.750 1.8 -0.2 0.3
C -5.156 0.892 -3.649 -0.1 -0.2 0.1
C -3.801 1.260 -3.935 -0.3 -1.4 1.2
H 0.315 1.909 -5.487 -0.8 0.1 0.3
H -1.118 1.042 -6.064 0.1 0.5 0.7
H -1.352 2.649 -5.294 0.5 -0.5 0.0
H -0.394 1.492 -1.205 0.2 0.4 -0.6
H 0.811 2.262 -2.270 -0.7 0.0 0.0
H -0.894 2.940 -2.108 0.5 -0.6 -0.3
H 0.740 -0.665 -4.603 -0.6 0.0 0.6
H -0.632 -1.581 -3.957 0.6 0.3 0.4
H 1.366 -0.191 -1.966 -0.5 -0.9 -0.1
H 2.004 -1.501 -2.957 -0.7 0.0 0.5
H 2.575 -0.204 2.419 -0.6 -0.4 -0.2
H -2.330 -1.031 -1.795 -0.6 0.3 -0.3
H -4.647 -1.688 -1.349 -0.1 0.7 -0.5
H -6.562 -0.469 -2.547 0.6 0.5 -0.4
H -5.995 1.425 -4.143 0.7 -0.3 0.3
H -3.560 2.077 -4.641 -0.3 -0.6 0.5
C 0.828 -4.128 4.109 -0.1 -0.3 -0.1
C 1.386 -3.498 5.152 0.3 0.6 -0.8
C 1.102 -3.915 6.558 -0.5 -0.5 -0.1
O 1.640 -3.329 7.483 -0.3 -0.3 -0.3
C 0.174 -5.017 6.775 0.2 0.2 0.3
C -0.384 -5.645 5.736 -0.4 -0.4 0.6
C -0.082 -5.247 4.325 0.5 0.7 -0.6
O -0.604 -5.865 3.417 -0.3 -0.4 0.3
O -1.242 -6.660 5.904 0.3 0.3 -0.5
O 2.222 -2.466 4.976 -0.5 -0.7 0.7
H 1.025 -3.836 3.083 -0.1 0.1 0.0
H -0.036 -5.297 7.799 0.0 0.0 0.0
H -1.497 -6.935 5.001 0.0 0.0 0.0
H 2.494 -2.179 5.871 0.2 0.2 -0.2
C 5.101 0.143 7.872 -0.2 -0.2 -0.2
C 5.579 0.734 8.970 0.3 0.4 -0.6
C 5.199 0.271 10.339 -0.5 -0.5 0.5
O 5.679 0.833 11.309 0.2 0.3 -0.3
C 4.263 -0.839 10.452 0.4 0.4 0.0
C 3.772 -1.438 9.355 -0.5 -0.6 0.7
C 4.177 -0.987 7.980 0.3 0.4 -0.3
O 3.735 -1.557 7.001 0.3 0.2 0.4
O 2.913 -2.450 9.456 0.9 0.7 -0.5
O 6.425 1.776 8.899 -0.2 -0.4 0.5
H 5.370 0.469 6.877 0.0 0.0 0.0
H 3.985 -1.151 11.449 0.0 0.0 0.0
H 2.671 -2.744 8.541 -0.3 0.0 0.4
H 6.617 2.017 9.826 0.0 0.1 0.0
C 2.899 4.987 9.400 -0.3 0.1 0.1
C 3.672 4.381 8.493 0.5 0.2 0.6
C 3.100 3.805 7.235 -0.6 -0.2 -0.5
O 3.847 3.279 6.434 0.3 0.1 0.3
C 1.657 3.898 7.031 0.2 -0.1 -0.1
C 0.884 4.503 7.940 -0.4 -0.3 -0.5
C 1.459 5.102 9.184 0.5 0.1 0.3
O 0.718 5.658 9.974 -0.3 -0.1 -0.2
O -0.445 4.602 7.782 0.4 0.2 0.5
O 4.995 4.255 8.660 -0.5 0.0 -0.5
H 3.300 5.409 10.311 0.0 0.0 0.0
H 1.253 3.463 6.126 0.0 0.0 0.0
H -0.766 5.079 8.569 -0.1 0.0 0.0
H 5.313 3.782 7.867 0.1 -0.1 0.1
C -0.240 -2.721 -8.384 0.0 0.0 0.2
C -0.878 -3.329 -9.388 0.5 0.5 -0.3
C -1.877 -4.415 -9.139 -0.3 -0.4 0.5
O -2.445 -4.925 -10.087 0.2 0.2 -0.3
C -2.122 -4.818 -7.759 0.0 0.0 -0.4
C -1.482 -4.213 -6.751 -0.5 -0.6 0.5
C -0.503 -3.108 -6.999 0.3 0.4 -0.4
O 0.041 -2.575 -6.053 -0.1 -0.4 0.0
O -1.687 -4.565 -5.477 0.5 0.5 -0.5
O -0.656 -2.997 -10.670 -0.4 -0.4 0.3
H 0.482 -1.934 -8.551 0.0 0.0 0.0
H -2.833 -5.615 -7.593 0.0 0.0 0.0
H -1.113 -3.983 -4.942 -0.1 -0.1 0.2
H -1.238 -3.579 -11.194 0.0 0.0 0.0
C -2.239 4.704 -8.407 0.0 -0.2 0.1
C -2.741 5.554 -9.308 0.6 0.3 0.3
C -3.972 5.227 -10.094 -0.5 -0.4 -0.1
O -4.402 6.041 -10.890 0.3 0.2 0.1
C -4.603 3.930 -9.870 0.0 0.3 -0.1
C -4.099 3.077 -8.971 -0.7 -0.4 -0.3
C -2.885 3.416 -8.167 0.5 0.4 0.2
O -2.474 2.617 -7.349 -0.5 -0.1 -0.4
O -4.657 1.880 -8.746 0.6 0.4 0.3
O -2.169 6.743 -9.553 -0.6 -0.3 -0.3
H -1.351 4.931 -7.832 0.0 0.0 0.0
H -5.482 3.698 -10.456 0.0 0.0 0.0
H -4.109 1.460 -8.054 -0.1 -0.1 0.0
H -2.722 7.163 -10.239 0.0 0.0 0.0
```
Positions in Å, forces in eV/Å.

Values from the calculation:
E_tot, eV: -128712.1262
Total charge: -1
E_LUMO, eV: -0.3868
HOMO level, eV: -6.1

No. 2
Density functional theory data (ωB97M-V/def2-TZVPD) for a molecular structure, C41H36GeN7SV.

XYZ file:
```
87
Properties=species:S:1:pos:R:3:forces:R:3
V 1.436 0.805 0.223 0.4 0.3 -0.2
C -1.339 0.846 -2.886 0.0 0.0 0.0
C -0.673 1.799 -1.938 0.0 -0.1 0.1
C 0.092 2.866 -2.416 0.0 0.1 0.0
C 0.684 3.771 -1.550 0.0 0.0 0.0
C 0.515 3.650 -0.170 0.0 -0.1 0.0
C -0.268 2.614 0.329 0.0 -0.1 0.1
C -0.837 1.680 -0.554 -0.1 -0.1 0.0
H -1.638 -0.078 -2.391 0.0 0.0 0.0
H -0.688 0.601 -3.725 0.0 0.0 0.0
H -2.239 1.306 -3.298 0.0 0.0 0.0
H 0.219 2.989 -3.485 0.0 0.0 0.0
H 1.261 4.595 -1.950 0.0 0.0 0.0
H 0.941 4.383 0.503 0.0 0.0 0.0
H -0.473 2.550 1.396 0.0 0.0 0.0
H -1.470 0.882 -0.169 -0.1 0.1 0.0
N 5.060 2.572 1.691 0.0 0.1 0.0
C 3.944 2.812 1.009 0.0 0.0 0.0
N 3.213 1.705 0.998 -0.1 -0.1 0.0
C 3.969 0.812 1.715 0.0 0.0 0.0
N 5.096 1.310 2.146 0.0 -0.1 0.1
C 3.487 -0.554 1.919 0.0 0.1 0.1
C 4.121 -1.477 2.740 0.0 -0.1 -0.1
N 3.649 -2.709 2.880 0.0 0.0 0.0
C 2.545 -3.023 2.215 0.1 0.0 0.1
C 1.876 -2.096 1.428 0.0 0.0 0.0
N 2.345 -0.856 1.281 -0.1 0.0 0.0
H 5.829 3.200 1.885 0.0 0.0 0.0
H 3.701 3.756 0.550 0.0 0.0 0.0
H 5.023 -1.211 3.278 0.0 0.0 0.0
H 2.174 -4.036 2.318 0.0 0.0 0.0
H 0.956 -2.351 0.917 0.0 0.0 0.0
S 3.459 -0.832 -5.879 0.1 -0.1 0.0
C 2.914 -0.482 -4.274 0.0 -0.1 0.0
C 3.462 0.642 -3.632 0.0 0.0 0.0
C 3.062 0.963 -2.362 0.0 0.0 0.0
N 2.153 0.245 -1.671 0.0 0.0 0.1
C 1.639 -0.837 -2.282 0.0 0.0 0.0
C 1.974 -1.233 -3.553 0.1 0.0 0.0
C 2.609 -2.355 -6.249 -0.1 0.2 0.0
C 1.373 -2.304 -6.878 0.0 -0.1 0.0
C 0.739 -3.510 -7.153 0.1 0.0 0.0
N 1.263 -4.691 -6.841 -0.1 0.0 0.0
C 2.461 -4.721 -6.269 0.0 0.1 0.0
C 3.184 -3.576 -5.948 0.0 -0.1 0.0
H 4.205 1.250 -4.132 0.0 0.0 0.0
H 3.478 1.827 -1.860 0.0 0.0 0.0
H 0.910 -1.409 -1.714 0.0 0.0 0.0
H 1.523 -2.117 -3.979 0.0 0.0 0.0
H 0.926 -1.361 -7.163 0.0 0.0 0.0
H -0.226 -3.523 -7.646 0.0 0.0 0.0
H 2.866 -5.703 -6.056 0.0 0.0 0.0
H 4.161 -3.647 -5.491 0.0 0.0 0.0
C 0.645 -1.876 4.885 0.0 0.0 0.0
C -0.453 -2.642 4.515 0.0 0.0 0.0
C -1.503 -2.062 3.819 0.1 0.1 0.0
C -1.458 -0.699 3.487 -0.1 -0.1 0.1
C -0.345 0.065 3.870 0.0 0.0 0.0
C 0.702 -0.525 4.560 0.0 0.1 0.0
Ge -2.996 0.125 2.722 0.0 0.0 0.0
C -4.151 -0.897 1.647 0.0 0.0 0.0
C -5.474 -0.476 1.441 0.0 -0.1 0.0
C -6.326 -1.249 0.672 0.0 0.0 0.0
C -5.867 -2.431 0.103 0.0 0.0 0.0
C -4.555 -2.852 0.295 0.1 0.0 0.0
C -3.695 -2.094 1.069 -0.1 0.1 0.0
C -3.244 1.974 2.989 0.0 -0.1 0.0
C -3.958 2.732 2.049 0.0 0.1 0.1
C -4.144 4.087 2.265 0.0 0.0 -0.1
C -3.642 4.683 3.417 0.0 0.0 0.0
C -2.944 3.935 4.358 0.0 -0.1 0.0
C -2.736 2.582 4.148 -0.1 0.1 -0.1
H 1.449 -2.327 5.452 0.0 0.0 0.0
H -0.506 -3.686 4.797 0.0 0.0 0.0
H -2.373 -2.659 3.575 0.0 0.0 0.0
H -0.325 1.131 3.669 0.0 0.0 0.0
H 1.541 0.076 4.888 0.0 0.0 0.0
H -5.843 0.433 1.900 0.0 0.0 0.0
H -7.351 -0.937 0.524 0.0 0.0 0.0
H -6.540 -3.033 -0.493 0.0 0.0 0.0
H -4.214 -3.777 -0.149 0.0 0.0 0.0
H -2.676 -2.427 1.222 0.0 0.0 0.0
H -4.363 2.272 1.155 0.0 0.0 0.0
H -4.696 4.677 1.546 0.0 0.0 0.0
H -3.810 5.738 3.589 0.0 0.0 0.0
H -2.577 4.404 5.262 0.0 0.0 0.0
H -2.220 1.995 4.898 0.0 0.0 0.0
```
Positions in Å, forces in eV/Å.

Values from the calculation:
E_tot, eV: -146547.4194
Total charge: +3
ΔE to the lowest compared entry with this formula, charge and spin, kcal/mol: 0.8
E_LUMO (alpha / beta), eV: -8.8443 / -8.8488
Multiplicity: 4
HOMO level (alpha / beta), eV: -15.4 / -15.4

Q: What is the total charge in the second record?
A: +3

Q: Number 1 is which compound?
A: C41H36F2NO24S2Si

Q: Look up the E_tot of the first one.
A: -128712.1262 eV